57
Properties=species:S:1:pos:R:3:mulliken_charge:R:1 method="wB97M-V/def2-TZVPD" total_charge=+1 homo_ev="-4.69 / -12.00" s_squared=20.01 relative_energy_ev=0.000 e_tot_ha=-3576.472739 multiplicity=9
Fe -0.3455 -0.0038 0.1252 4.481
C 0.4586 -4.4365 -0.6287 0.588
F 0.5323 -3.6431 -1.6994 -0.215
F -0.3341 -5.5131 -0.8733 -0.196
F 1.7756 -4.7706 -0.3402 -0.218
S -0.2461 -3.3579 0.7708 0.819
O 0.0219 -1.9555 0.4131 -0.642
O -1.6917 -3.6373 0.8674 -0.768
O 0.4669 -3.7592 1.9720 -0.758
C -3.2242 -0.6420 1.5096 0.266
O -2.1292 -0.4998 0.9142 -0.381
N -3.9780 -1.7506 1.3945 -0.357
N -3.8210 0.3137 2.1117 -0.333
H -4.8633 -1.7451 1.8806 0.149
H -3.5692 -2.6160 1.0719 0.256
H -3.2042 1.1022 2.2449 0.203
H -4.6867 0.1316 2.5991 0.228
C -1.8052 2.6942 -1.3185 -0.241
O -1.2551 1.9764 -0.5532 0.104
N -2.9831 3.1874 -1.1307 -0.424
N -1.4478 2.8313 -2.5136 -0.243
H -3.4190 3.7740 -1.8279 0.164
H -3.2863 3.0767 -0.1736 0.231
H -0.5186 2.5411 -2.7827 0.117
H -1.9660 3.4688 -3.1012 0.148
C 2.0997 1.5761 -1.6280 -5.567
O 1.0530 0.9545 -1.2210 3.539
N 2.1595 2.8507 -1.8849 0.051
N 3.2301 0.9863 -1.9186 0.430
H 1.2900 3.3584 -1.8053 0.175
H 2.9966 3.2213 -2.3116 0.228
H 4.0310 1.5611 -2.1384 0.125
H 3.3546 -0.0156 -1.8884 0.288
C 0.7073 1.8665 2.5765 -3.364
O 0.0809 1.1915 1.7698 1.958
N 0.3043 2.6386 3.5590 -0.369
N 2.0282 2.2103 2.5054 -0.109
H -0.6199 2.6802 3.9643 0.260
H 0.9556 2.6246 4.3308 0.102
H 2.5603 1.8882 1.7096 0.093
H 2.2538 3.0700 2.9850 0.573
C -1.0134 -1.0218 -3.0624 0.040
O -1.0323 -0.6778 -1.9278 -0.285
N -0.4247 -0.4560 -4.0491 -0.451
N -1.7015 -2.0133 -3.4423 -0.333
H 0.1215 0.3804 -3.8995 0.182
H -0.0477 -0.9953 -4.8153 0.212
H -2.3258 -2.4461 -2.7767 0.290
H -1.7687 -2.0659 -4.4487 0.150
C 2.9167 -1.0112 1.9241 -0.077
O 2.4506 -0.5970 0.8859 -0.277
N 4.1510 -0.9348 2.2195 -0.506
N 2.3469 -1.8606 2.7786 -0.206
H 4.4498 -1.1909 3.1497 0.163
H 4.6124 -0.1330 1.8140 0.410
H 1.4448 -2.2337 2.5194 0.135
H 2.8546 -2.1726 3.5941 0.166

***

40
Properties=species:S:1:pos:R:3:mulliken_charge:R:1 method="wB97M-V/def2-TZVPD" homo_ev=-8.28 relative_energy_ev=3.676 e_tot_ha=-863.063788 smiles="C=C/C=C/CNC=C.O.O.O.O.O.O.O"
C 0.7739 1.4753 2.6852 -1.004
C 1.5297 0.5937 2.0273 0.216
N 2.4932 0.8293 1.0422 -0.312
C 2.4364 -0.2164 0.0113 -1.120
C -1.7060 -1.1576 -1.3469 -0.796
C -0.6658 -2.0030 -1.4319 -0.405
C 0.5710 -1.7172 -0.7185 -0.232
C 1.1165 -0.5127 -0.5903 0.546
H 0.9500 2.5287 2.5086 0.278
H 0.0502 1.2316 3.4456 0.341
H 1.2856 -0.4787 2.1878 0.140
H 2.3564 1.8009 0.7364 0.313
H 3.1501 0.0833 -0.8310 0.327
H 2.8758 -1.1361 0.4985 0.348
H -1.7459 -0.4190 -0.5488 0.045
H -2.7049 -1.3637 -1.6795 0.374
H -0.7815 -2.8596 -2.0433 0.463
H 1.1531 -2.5070 -0.1915 0.370
H 0.6050 0.3800 -1.0043 0.145
H -1.8769 2.2857 0.2992 0.465
H -1.6986 2.6701 1.7701 0.270
O -2.2380 2.1234 1.1936 -0.712
H -0.5621 2.7892 -1.7426 0.406
H -1.5768 3.9547 -1.2844 0.253
O -1.1721 3.1276 -1.0329 -0.671
H 1.0995 -0.5799 -3.1294 0.327
H -0.2327 -0.1703 -3.9383 0.341
O 0.7292 -0.1207 -3.8852 -0.640
H -1.4203 -1.9518 1.6449 0.388
H -2.0101 -3.1760 2.1768 0.281
O -1.2296 -2.9260 1.6679 -0.645
H 0.8386 -3.0447 1.8948 0.339
H 1.5316 -2.8213 3.2595 0.296
O 1.7192 -2.9622 2.3248 -0.638
H 1.2261 2.4111 -2.4436 0.302
H 0.4981 2.1704 -3.8441 0.310
O 0.5085 2.6630 -3.0244 -0.695
H -3.1789 -0.8382 0.7940 0.319
H -2.3806 0.3966 1.4095 0.344
O -2.3170 -0.5525 1.1327 -0.674

***

38
Properties=species:S:1:pos:R:3:mulliken_charge:R:1 method="wB97M-V/def2-TZVPD" total_charge=-1 homo_ev=-3.57 relative_energy_ev=0.000 e_tot_ha=-608.005409
O 1.3520 0.0351 -0.2871 -0.430
H 1.2955 0.0239 0.6892 0.371
H 0.4281 0.2391 -0.5856 0.536
H 1.5908 -0.9280 -0.6548 0.396
B 0.2363 -2.3456 1.5423 0.498
H -0.3745 -2.7194 0.5888 -0.332
H -0.3568 -1.4592 2.0952 -0.356
H 0.4412 -3.2814 2.2542 -0.208
H 1.3104 -1.9184 1.2495 -0.279
C 3.1383 -1.6129 -2.2167 -0.703
O 2.0125 -2.1348 -1.5608 -0.785
H 3.1494 -2.1398 -3.1833 0.236
H 3.1033 -0.5094 -2.3085 0.193
H 4.0753 -1.8115 -1.6612 0.213
C 0.7267 3.0513 3.3892 -1.284
C -0.2039 2.0025 2.7850 0.531
C -1.0920 2.4609 1.6437 -1.330
O 0.5535 0.8769 2.3067 -0.617
H 0.2250 4.0206 3.2958 0.349
H 1.6573 3.1440 2.8363 0.316
H 0.8354 2.8230 4.4476 0.311
H -0.9143 1.5776 3.5032 0.323
H -1.7084 3.3364 1.8544 0.416
H -1.6596 1.6281 1.2334 0.286
H -0.4639 2.8046 0.8088 0.287
H 0.5912 0.2496 3.0361 0.201
C -2.9005 -0.7814 -1.9511 -1.618
C -1.3960 -0.7531 -1.8084 1.245
C -0.6683 -0.8987 -3.1327 -0.922
O -1.0038 0.5367 -1.2387 -0.633
H -3.2670 -1.7403 -2.3146 0.398
H -3.2111 0.0043 -2.6511 0.386
H -3.4150 -0.5815 -1.0086 0.392
H -1.0285 -1.4897 -1.0894 -0.396
H -0.5965 0.0327 -3.6994 0.219
H -1.1540 -1.6786 -3.7277 0.363
H 0.3611 -1.2579 -3.0280 0.123
H -1.6693 1.1946 -1.4518 0.305

***

48
Properties=species:S:1:pos:R:3:mulliken_charge:R:1 method="wB97M-V/def2-TZVPD" total_charge=-1 homo_ev="0.91 / -4.82" s_squared=0.75 relative_energy_ev=0.851 e_tot_ha=-1230.733507 multiplicity=2
Y 25.9839 3.2951 -27.7821 0.543
O 26.9248 2.6205 -25.8492 -0.829
H 27.7398 2.4873 -25.3270 0.081
O 27.0033 5.1383 -28.4112 -0.258
H 27.1992 6.0875 -28.5347 -0.088
O 24.9795 1.4443 -28.3623 -0.324
H 25.0203 0.5650 -27.9384 -0.041
C 24.9004 3.7740 -31.1598 -6.534
O 25.2376 3.9071 -29.9703 3.249
N 25.2009 4.6584 -32.0013 -0.662
N 24.2824 2.7292 -31.6465 0.588
H 24.8082 4.5835 -32.9288 0.774
H 25.6786 5.4420 -31.5796 0.579
H 24.4646 2.5490 -32.6235 0.301
H 24.0364 1.9689 -31.0289 0.432
C 25.5353 5.9262 -25.2684 0.429
O 25.5190 4.9720 -26.0032 -0.485
N 25.9338 7.0574 -25.5239 -0.437
N 25.1781 5.8348 -23.9965 -0.445
H 26.4689 6.9713 -26.3761 0.320
H 26.0356 7.8379 -24.8911 0.174
H 25.4745 6.6062 -23.4158 0.116
H 24.8725 4.9610 -23.5926 0.256
C 22.6475 3.8247 -27.3742 0.537
O 23.8111 3.8731 -27.6273 0.209
N 21.8818 4.8131 -26.9860 -0.663
N 21.9685 2.7026 -27.3644 -0.388
H 22.2072 5.7560 -27.1448 0.273
H 21.0140 4.3974 -26.6792 0.263
H 22.5669 1.8987 -27.4905 0.181
H 20.9611 2.6480 -27.4102 0.272
C 28.2495 -0.0223 -28.5475 -1.457
C 28.7356 1.4163 -28.4051 1.002
C 30.1956 1.5811 -28.8752 -1.033
O 30.8004 2.7590 -28.4090 -0.202
C 32.1109 3.0941 -28.9372 -0.846
N 27.7123 2.2477 -28.9650 0.269
H 27.4919 -0.1457 -27.7735 0.248
H 29.0768 -0.6537 -28.2237 0.465
H 27.7690 -0.3545 -29.4677 0.313
H 28.6108 1.6746 -27.3535 -0.166
H 30.2552 1.5127 -29.9614 0.366
H 30.7812 0.7347 -28.5164 0.440
H 32.0847 3.2516 -30.0154 0.317
H 32.7706 2.2860 -28.6211 0.308
H 32.4951 4.0203 -28.5097 0.240
H 28.3454 2.8933 -29.4150 0.194
H 27.4752 1.7606 -29.8174 0.120

***

41
Properties=species:S:1:pos:R:3:mulliken_charge:R:1 method="wB97M-V/def2-TZVPD" homo_ev=-7.89 relative_energy_ev=4.012 e_tot_ha=-884.091640 smiles="CCC/C=C/C=C/O.O.O.O.O.O.O.O"
C 0.8397 -2.6050 -3.5197 -1.208
C 1.8449 -2.1362 -2.4294 -0.481
C 2.1338 -0.6585 -2.4150 -0.349
C 1.9937 -0.1350 -0.9689 0.054
C 2.3879 -0.9524 0.0591 -0.598
C 1.9085 -0.9263 1.3912 0.130
C 1.4998 0.0307 2.2221 -0.441
O 0.8137 -0.2158 3.3781 -0.603
H 1.1193 -3.5837 -3.9051 0.376
H 0.9850 -1.9217 -4.4463 0.267
H -0.1357 -2.6112 -3.0071 0.254
H 2.9895 -2.6050 -2.5305 0.251
H 1.4609 -2.5682 -1.5029 0.392
H 1.4291 0.0321 -3.0982 0.098
H 3.1910 -0.3904 -2.8429 0.357
H 1.4937 0.7399 -0.9195 -0.047
H 2.9851 -1.7765 -0.2311 0.532
H 1.8043 -1.9480 1.8458 0.226
H 1.3761 1.0466 2.0243 0.568
H -0.1926 0.0890 3.2228 0.315
H -1.7293 2.3123 2.4601 0.305
H -1.8217 0.8548 1.7580 0.532
O -1.1391 1.5691 2.2047 -0.783
H -3.4429 3.0719 0.7899 0.301
H -3.5331 1.4849 1.0545 0.352
O -3.5396 2.3703 1.4069 -0.677
H -0.1324 2.3963 -1.6914 0.400
H 0.3137 2.3249 -3.1148 0.322
O -0.5118 2.4549 -2.6303 -0.740
H -1.3435 -1.8948 2.7851 0.316
H -2.3678 -2.4565 2.1626 0.297
O -1.5449 -2.2040 1.9130 -0.626
H -2.3131 0.0483 -0.2933 0.464
H -2.0986 -0.8520 1.0376 0.388
O -2.6157 -0.0530 0.6735 -0.862
H -0.9511 0.6921 -2.0218 0.405
H -0.9788 -0.7351 -1.9728 0.201
O -0.9338 0.0243 -1.3372 -0.598
H -0.5124 1.8578 0.6419 0.491
H 0.9847 2.0776 0.5354 0.217
O 0.1926 2.1304 0.0443 -0.798

***

53
Properties=species:S:1:pos:R:3:mulliken_charge:R:1 method="wB97M-V/def2-TZVPD" total_charge=-1 homo_ev=-3.30 e_tot_ha=-1466.726861
C -27.1652 0.2913 7.1166 0.150
O -26.0166 0.9420 7.5513 -0.799
H -27.0695 -0.7908 7.0269 0.141
H -28.0390 0.3378 7.7665 -0.396
H -27.4852 0.6831 6.1511 0.217
C -22.9821 0.3148 5.7677 0.593
O -22.8774 0.1613 6.9929 -0.554
N -24.1423 0.3942 5.1881 -0.348
N -21.9781 0.3501 4.8873 -0.492
H -24.2008 0.6985 4.2268 0.208
H -24.9315 0.3968 5.8184 0.082
H -21.2109 0.9354 5.1853 0.263
H -22.2491 0.3806 3.9148 0.154
C -24.3090 3.8614 6.7125 0.638
O -23.5403 3.0967 7.2918 -0.629
N -25.3099 3.4955 6.0507 -0.246
N -24.1267 5.2151 6.7015 -0.501
H -25.3692 2.5217 5.7896 0.150
H -25.9914 4.1748 5.7436 0.195
H -23.3276 5.4409 7.2765 0.252
H -24.5834 5.8929 6.1081 0.131
C -30.0788 -2.4813 9.4679 0.696
O -30.1170 -2.5799 10.6696 -0.666
N -29.1952 -2.0940 8.6616 -0.258
N -31.1592 -2.7349 8.7231 -0.477
H -29.3439 -2.4214 7.7178 0.177
H -28.3276 -1.7171 9.0155 0.162
H -31.3345 -2.6592 7.7313 0.159
H -31.9754 -2.9011 9.2944 0.196
C -30.5730 2.5668 9.1217 0.793
O -30.5938 3.0941 8.0390 -0.751
N -30.4425 1.3107 9.3266 -0.303
N -30.7579 3.2376 10.1584 -0.357
H -30.4522 0.9575 10.2727 0.105
H -30.5288 0.6850 8.5384 0.124
H -31.1014 4.1872 10.1791 0.233
H -30.6543 2.6520 10.9747 0.131
C -24.0619 -2.3063 8.4782 0.530
O -23.8353 -1.4903 9.4011 -0.659
N -24.8498 -2.0693 7.4428 -0.327
N -23.6742 -3.5337 8.4947 -0.468
H -25.1439 -1.1034 7.4670 0.140
H -25.1484 -2.7236 6.7337 0.195
H -23.2177 -3.8994 9.3181 0.285
H -24.3640 -4.1257 8.0546 0.186
C -26.6451 4.2929 9.5257 0.607
O -25.8735 3.6120 10.0917 -0.615
N -26.9597 5.5065 9.7797 -0.489
N -27.2599 3.9805 8.4472 -0.137
H -26.5889 5.9400 10.6131 0.248
H -27.9125 5.6811 9.4937 0.182
H -27.0929 3.0657 8.0529 -0.015
H -27.6923 4.7097 7.8983 0.165